This record from the OMol25 dataset describes one molecule with the formula C3H5N3O. The level of theory is wB97M-V/def2-TZVPD.

calculated total energy: -356.80059 a.u.
ΔE to the lowest compared entry with this formula, charge and spin: 1.545 eV
gap between HOMO and LUMO: 9.204 eV
SMILES string: N=C=CNC(N)=O
E_LUMO: 0.70 eV
highest occupied orbital energy: -8.50 eV
max |F|: 0.011 hartree/bohr

Each atom is followed by the atoms it is bonded to, with distances in Å.
Atoms and positions in Å:
1 N -1.745 -0.040 1.497  C2 1.238, H8 1.018
2 C -0.565 -0.403 1.411  N1 1.238, C3 1.321
3 C 0.526 -0.948 0.903  C2 1.321, N4 1.399, H9 1.083
4 N 1.207 -0.431 -0.204  C3 1.399, C5 1.392, H10 1.007
5 C 0.724 0.415 -1.199  N4 1.392, N6 1.364, O7 1.220
6 N -0.617 0.660 -1.195  C5 1.364, H11 1.013, H12 1.005
7 O 1.493 0.885 -2.021  C5 1.220
8 H -1.943 0.701 2.166  N1 1.018
9 H 0.944 -1.836 1.361  C3 1.083
10 H 2.192 -0.617 -0.299  N4 1.007
11 H -1.283 0.312 -0.516  N6 1.013
12 H -0.931 1.301 -1.903  N6 1.005